71
Properties=species:S:1:pos:R:3:forces:R:3:lowdin_charge:R:1 method="wB97M-V/def2-TZVPD" total_charge=-2 e_lumo_ev=4.42 e_above_lowest_ev=0.3504 energy_ha=-4826.39004 spin_multiplicity=1 homo_lumo_gap_ha=0.2480
Ti -0.60637 -0.24426 -1.05976 0.5 1.1 1.3 0.834
C -4.20488 0.14640 1.54337 0.0 0.0 0.0 -0.012
C -3.02745 -0.26352 0.71953 -0.2 0.1 0.4 -0.259
N -2.25079 0.58311 0.16868 0.6 -0.5 -0.5 -0.046
N -2.35623 1.92685 0.40177 -0.1 0.0 0.1 -0.007
C -2.92939 2.64096 -0.53347 -0.1 -0.1 -0.2 -0.989
N -2.84481 4.01690 -0.31523 0.0 0.0 0.1 0.033
S -3.79727 2.07437 -1.89388 0.0 0.1 0.1 0.434
C -2.67696 -1.69518 0.58402 -0.1 -0.2 0.2 -0.195
C -3.51033 -2.70025 1.06342 0.1 0.1 0.0 0.003
C -3.11506 -4.01840 0.94569 0.1 -0.1 0.0 -0.052
C -1.89740 -4.31447 0.35985 0.0 0.0 0.0 -0.036
C -1.12506 -3.26458 -0.10000 0.1 0.1 0.0 -0.103
N -1.51000 -2.00091 0.00604 0.1 0.5 -0.1 0.042
H -4.41568 1.19679 1.36510 0.0 0.0 0.0 0.070
H -3.97862 -0.00400 2.60308 0.0 0.0 0.0 0.097
H -5.08371 -0.44557 1.29021 0.0 0.0 0.0 0.074
H -2.00387 4.26101 0.19305 0.0 0.0 -0.1 0.052
H -2.94285 4.52230 -1.18106 0.0 0.0 0.0 0.045
H -4.44608 -2.45123 1.53851 0.0 0.0 0.0 0.102
H -3.75182 -4.81021 1.32010 0.0 0.0 0.0 0.103
H -1.54521 -5.32969 0.24684 0.0 0.0 0.0 0.106
H -0.16371 -3.43218 -0.56860 0.0 0.0 0.0 0.114
F 0.21015 -4.78049 -3.13482 -0.1 -0.1 -0.1 0.071
C -0.79636 -4.37304 -3.94740 0.1 0.0 0.2 -0.750
F -0.47628 -4.69786 -5.19079 0.2 0.0 -0.4 0.122
F -1.88798 -5.08409 -3.61977 -0.2 -0.5 0.1 0.078
S -1.20362 -2.61562 -3.53614 0.1 -0.6 -0.5 0.894
O -1.40062 -0.71114 -2.33106 -1.6 0.4 -1.4 -0.424
O -2.18952 -2.27347 -4.55844 -0.1 -0.1 0.1 -0.423
N 0.25958 -2.05465 -4.08260 0.3 0.0 -0.1 -0.357
S 1.34445 -1.46601 -3.19495 0.0 -0.3 0.0 0.573
O 1.02390 -1.40789 -1.74760 0.0 0.0 0.6 -0.425
O 2.01256 -0.30521 -3.69451 0.0 0.0 -0.2 -0.263
C 2.72016 -2.74055 -3.14602 0.0 0.1 -0.1 -0.655
F 2.66239 -3.49300 -2.04806 -0.1 -0.1 0.1 0.126
F 2.66973 -3.54892 -4.20712 0.0 0.0 -0.1 0.121
F 3.91307 -2.13393 -3.15824 0.1 0.0 0.1 0.115
O 1.14408 -2.58101 3.60873 -0.1 0.0 -0.1 -0.069
C 0.75446 -1.71285 2.80668 0.2 0.1 0.2 -0.782
O -0.41367 -1.40217 2.46924 0.0 -0.1 0.0 -0.084
C 1.87751 -0.83609 2.16848 0.0 0.0 0.1 -0.255
P 1.17599 0.49310 1.12742 -0.1 -0.3 0.0 1.072
C 2.70444 1.31695 0.51633 0.1 0.0 0.1 -0.329
C 3.30971 0.76466 -0.61126 0.0 0.0 0.0 -0.090
C 4.47207 1.30734 -1.13843 0.0 0.0 0.0 -0.080
C 5.05151 2.41808 -0.54276 0.0 0.0 0.0 -0.109
C 4.46219 2.97509 0.58330 0.0 0.0 0.0 -0.099
C 3.29927 2.42991 1.10920 0.0 0.0 0.0 -0.080
C 0.52521 1.72779 2.29455 0.0 0.1 0.0 -0.353
C 0.31327 1.46099 3.64320 0.0 0.0 0.0 -0.070
C -0.19718 2.44768 4.47848 0.0 0.0 0.0 -0.097
C -0.49304 3.70589 3.97670 0.0 0.0 0.0 -0.111
C -0.29018 3.97393 2.62876 0.0 0.0 0.0 -0.096
C 0.20183 2.98868 1.78850 0.0 0.0 0.0 -0.120
H 2.51501 -1.45493 1.53097 0.0 0.0 0.0 0.083
H 2.51894 -0.43639 2.95858 0.0 0.0 0.0 0.085
H 2.85021 -0.08451 -1.09815 0.0 0.0 0.0 0.072
H 4.90481 0.86841 -2.02931 0.0 0.0 0.0 0.101
H 5.95162 2.85463 -0.95972 0.0 0.0 0.0 0.089
H 4.90381 3.84633 1.05333 0.0 0.0 0.0 0.092
H 2.84729 2.88146 1.98260 0.0 0.0 0.0 0.099
H 0.51782 0.47754 4.04378 0.0 0.0 0.0 0.097
H -0.36737 2.22402 5.52526 0.0 0.0 0.0 0.092
H -0.89310 4.47301 4.63018 0.0 0.0 0.0 0.088
H -0.53434 4.95019 2.22562 0.0 0.0 0.0 0.096
H 0.33076 3.19359 0.72893 0.0 0.0 0.0 0.085
O 0.40914 3.60355 -1.56551 0.0 0.0 -0.1 -0.001
C 0.47838 2.54196 -2.15529 0.0 0.1 0.0 -0.459
O 0.04550 1.40676 -1.72656 0.2 0.1 0.4 -0.211
H 0.94596 2.46806 -3.15157 0.0 0.0 0.0 0.134